# 1
DFT (ωB97M-V/def2-TZVPD) results for C25H37FeTe as an isolated structure.

```
64
C25H37FeTe | the OMol25 dataset | ωB97M-V/def2-TZVPD
Fe 0.15 -0.08 -0.22
C -0.80 0.82 -2.09
C 0.60 1.11 -2.08
C 1.30 -0.19 -2.13
C 0.28 -1.18 -2.20
C -1.02 -0.58 -2.23
C -2.33 -1.27 -2.39
C -2.63 -1.28 -3.91
C -3.44 -0.52 -1.65
C -2.25 -2.71 -1.87
C 2.73 -0.63 -1.78
C 2.96 -2.08 -2.21
C 3.85 0.20 -2.40
C 2.79 -0.58 -0.24
C 1.10 2.55 -2.04
C 2.00 2.80 -0.82
C 1.82 2.87 -3.37
C -0.08 3.52 -1.93
H -1.58 1.55 -2.06
H 0.47 -2.24 -2.26
H -2.71 -0.27 -4.30
H -3.58 -1.80 -4.07
H -1.85 -1.81 -4.46
H -3.57 0.49 -2.03
H -3.25 -0.47 -0.58
H -4.39 -1.04 -1.80
H -1.53 -3.31 -2.43
H -3.22 -3.20 -1.98
H -1.98 -2.75 -0.81
H 2.79 -2.20 -3.28
H 2.33 -2.79 -1.67
H 3.99 -2.36 -2.01
H 3.80 0.17 -3.49
H 4.81 -0.23 -2.11
H 3.86 1.24 -2.08
H 2.10 -1.32 0.21
H 2.61 0.42 0.18
H 3.77 -0.88 0.14
H 2.94 2.25 -0.84
H 1.47 2.57 0.11
H 2.25 3.86 -0.78
H 2.67 2.23 -3.56
H 2.16 3.90 -3.34
H 1.12 2.77 -4.21
H -0.66 3.38 -1.01
H -0.76 3.44 -2.78
H 0.30 4.54 -1.92
C 0.79 0.28 3.32
Te -0.96 -0.27 2.20
C -0.35 -2.30 2.54
C 1.05 -2.22 3.09
C 1.79 -3.38 3.26
C 3.06 -3.33 3.82
C 3.60 -2.10 4.21
C 2.86 -0.94 4.04
C 1.59 -0.99 3.47
H 0.46 0.70 4.26
H 1.33 1.05 2.77
H -0.42 -2.87 1.61
H -1.07 -2.72 3.25
H 1.37 -4.34 2.98
H 3.63 -4.23 3.95
H 4.58 -2.06 4.65
H 3.28 0.01 4.35
```

Output
orbital gap (spin up / spin down) = 8.6395 / 5.8630 eV
multiplicity = 6
charge = +2
E_tot = -68189.16957 eV
molar mass = 521.0 Da
HOMO energy (spin up / spin down) = -0.5453 / -0.5452 Ha

Löwdin atomic charge list, values in e, 4 entries: atom 1 (Fe): 0.796, atom 2 (C): -0.021, atom 3 (C): -0.122, atom 4 (C): -0.124

***

# 2
DFT (ωB97M-V/def2-TZVPD) results for C38H41I2NO2PSbSc as an isolated structure.

```
87
C38H41I2NO2PSbSc | the OMol25 dataset | ωB97M-V/def2-TZVPD
Sc -0.44 0.68 0.50
I 0.05 2.39 5.49
C 1.51 1.72 4.18
C 2.84 1.61 4.63
C 3.85 1.15 3.82
I 5.78 1.02 4.59
C 3.55 0.77 2.48
C 4.47 0.24 1.56
C 4.06 -0.13 0.31
C 2.72 0.06 -0.04
N 1.85 0.56 0.78
C 2.22 0.91 2.04
C 1.14 1.37 2.89
O -0.05 1.41 2.41
H 3.06 1.90 5.65
H 5.50 0.11 1.86
H 4.75 -0.56 -0.41
H 2.35 -0.24 -1.02
O -1.63 1.67 -0.88
C -1.04 2.74 -0.56
C -0.66 3.54 -1.75
C -0.85 4.92 -1.79
C -0.38 5.67 -2.85
C 0.35 5.04 -3.86
C 0.59 3.68 -3.80
C 0.08 2.90 -2.76
P 0.40 1.08 -2.64
C 1.97 0.91 -3.56
C 2.16 -0.14 -4.47
C 3.41 -0.38 -5.02
C 4.50 0.42 -4.67
C 4.32 1.46 -3.76
C 3.07 1.69 -3.21
C -0.87 0.41 -3.77
C -1.78 -0.50 -3.24
C -2.79 -1.02 -4.04
C -2.89 -0.65 -5.37
C -1.98 0.26 -5.91
C -0.98 0.79 -5.11
H -1.37 5.40 -0.96
H -0.56 6.74 -2.89
H 0.74 5.62 -4.69
H 1.19 3.22 -4.57
H 1.33 -0.77 -4.74
H 3.54 -1.20 -5.71
H 5.48 0.23 -5.09
H 5.16 2.08 -3.48
H 2.94 2.50 -2.50
H -1.70 -0.79 -2.20
H -3.50 -1.73 -3.62
H -3.68 -1.05 -6.00
H -2.05 0.56 -6.95
H -0.27 1.50 -5.53
C -0.98 -1.31 0.55
H -0.81 -1.79 1.52
H -2.00 -1.57 0.22
C 1.34 -3.94 -3.78
C 1.91 -4.13 -2.37
C 3.35 -3.62 -2.33
Sb 0.64 -2.77 -1.04
C -0.98 -4.23 -0.76
C -2.20 -3.88 -1.62
C -0.63 -5.70 -0.96
C 1.93 -3.26 0.67
C 1.64 -2.64 2.03
C 2.11 -4.77 0.86
H 1.95 -4.44 -4.56
H 1.30 -2.88 -4.05
H 0.31 -4.32 -3.88
H 1.90 -5.19 -2.13
H 3.37 -2.51 -2.38
H 3.95 -3.97 -3.19
H 3.87 -3.91 -1.42
H -1.25 -4.07 0.29
H -1.99 -4.01 -2.69
H -2.53 -2.85 -1.45
H -3.05 -4.54 -1.37
H -0.38 -5.92 -2.00
H -1.49 -6.33 -0.70
H 0.21 -6.03 -0.35
H 2.89 -2.86 0.31
H 0.76 -3.09 2.49
H 1.45 -1.57 1.99
H 2.49 -2.81 2.71
H 1.18 -5.23 1.20
H 2.87 -4.97 1.64
H 2.43 -5.28 -0.05
```

Output
orbital gap = 4.7855 eV
multiplicity = 1
charge = -1
E_tot = -98385.02491 eV
molar mass = 995.2 Da
HOMO energy = -0.1025 Ha

Löwdin atomic charge list, values in e, 4 entries: atom 1 (Sc): 0.829, atom 2 (I): 0.887, atom 3 (C): -0.657, atom 4 (C): -0.241